Molecular formula: C42H109N7O16
Method: DFT, ωB97M-V/def2-TZVPD

Geometry as XYZ:
```
174
Properties=species:S:1:pos:R:3:mulliken_spin:R:1
C -0.820 -4.222 -1.912 0.000
O -1.137 -3.360 -3.088 0.000
C -0.032 -2.715 -3.678 0.000
C -0.479 -1.487 -4.368 0.000
N -1.566 -1.666 -5.274 0.000
C -1.107 -1.990 -6.614 0.000
C -2.210 -2.269 -7.669 0.000
O -1.740 -3.020 -8.813 0.000
C -1.073 -4.260 -8.563 0.000
H -1.727 -4.523 -1.388 0.000
H -0.118 -3.707 -1.256 0.000
H -0.477 -5.180 -2.302 0.000
H 0.411 -3.381 -4.420 0.000
H 0.629 -2.443 -2.856 0.000
H 0.400 -0.934 -4.698 0.000
H -0.971 -0.772 -3.708 0.000
H -1.779 -2.536 -4.808 0.000
H -0.475 -2.857 -6.423 0.000
H -0.509 -1.138 -6.938 0.000
H -2.528 -1.267 -7.959 0.000
H -3.105 -2.776 -7.306 0.000
H -0.104 -4.064 -8.103 0.000
H -0.732 -4.664 -9.516 0.000
H -1.638 -4.990 -7.983 0.000
C -0.399 6.054 6.658 0.000
O -1.624 5.458 6.137 0.000
C -1.842 5.739 4.793 0.000
C -3.128 5.389 4.155 0.000
N -3.395 3.967 4.407 0.000
C -2.775 3.091 3.456 0.000
C -2.587 1.715 4.181 0.000
O -1.751 1.827 5.376 0.000
C -0.719 0.868 5.681 0.000
H 0.397 5.332 6.474 0.000
H -0.350 6.298 7.719 0.000
H -0.139 6.975 6.136 0.000
H -1.016 5.473 4.133 0.000
H -1.809 6.828 4.790 0.000
H -3.213 5.698 3.113 0.000
H -3.925 5.921 4.674 0.000
H -2.908 3.915 5.290 0.000
H -1.749 3.335 3.179 0.000
H -3.375 2.948 2.557 0.000
H -2.140 0.971 3.522 0.000
H -3.469 1.105 4.370 0.000
H -1.106 -0.130 5.885 0.000
H -0.304 1.182 6.638 0.000
H 0.025 0.821 4.885 0.000
C 5.687 4.861 1.963 0.000
O 4.278 4.854 1.910 0.000
C 3.569 4.896 3.217 0.000
C 2.343 5.745 2.991 0.000
N 2.725 7.166 2.881 0.000
C 1.598 8.046 2.512 0.000
C 0.503 8.015 3.607 0.000
O -0.084 9.338 3.614 0.000
C -1.559 9.467 3.639 0.000
H 6.012 5.634 2.659 0.000
H 6.239 5.224 1.096 0.000
H 6.197 3.945 2.263 0.000
H 4.190 5.322 4.004 0.000
H 3.232 3.874 3.392 0.000
H 1.782 5.568 3.909 0.000
H 1.828 5.486 2.066 0.000
H 3.577 7.249 2.345 0.000
H 1.219 7.744 1.536 0.000
H 1.924 9.077 2.372 0.000
H 0.873 7.857 4.620 0.000
H -0.284 7.283 3.426 0.000
H -2.111 9.030 2.807 0.000
H -1.611 10.556 3.658 0.000
H -1.889 9.193 4.641 0.000
C -5.236 -2.402 -1.745 0.000
O -5.748 -2.161 -3.089 0.000
C -4.772 -1.585 -4.015 0.000
C -5.343 -1.566 -5.530 0.000
N -6.354 -0.461 -5.616 0.000
C -6.596 -0.073 -7.010 0.000
C -7.600 1.141 -7.054 0.000
O -8.934 0.800 -6.617 0.000
C -9.425 1.607 -5.603 0.000
H -4.719 -3.356 -1.638 0.000
H -5.906 -2.315 -0.890 0.000
H -4.526 -1.614 -1.493 0.000
H -3.808 -2.092 -4.065 0.000
H -4.625 -0.565 -3.660 0.000
H -5.912 -2.485 -5.668 0.000
H -4.519 -1.379 -6.218 0.000
H -7.233 -0.857 -5.314 0.000
H -6.946 -0.904 -7.623 0.000
H -5.665 0.376 -7.358 0.000
H -7.679 1.542 -8.064 0.000
H -7.140 2.046 -6.655 0.000
H -9.133 1.186 -4.641 0.000
H -10.506 1.593 -5.742 0.000
H -9.091 2.640 -5.694 0.000
C 1.261 2.912 -0.082 0.000
O 1.620 1.539 0.114 0.001
C 1.581 0.844 -1.091 0.000
C 1.629 -0.655 -0.728 0.000
N 0.329 -1.134 -0.448 0.001
C -0.032 -0.917 0.939 0.000
C -1.554 -1.380 0.964 0.000
O -2.354 -0.423 0.115 0.000
C -3.494 0.093 0.769 0.000
H 0.272 2.972 -0.537 0.000
H 2.043 3.421 -0.647 0.000
H 1.235 3.409 0.888 0.000
H 2.411 1.064 -1.762 0.001
H 0.696 1.144 -1.653 0.000
H 2.356 -0.808 0.070 0.001
H 1.945 -1.124 -1.660 -0.001
H -0.418 -0.626 -0.900 0.000
H 0.108 0.114 1.264 0.000
H 0.648 -1.584 1.469 0.000
H -1.800 -1.306 2.024 0.000
H -1.772 -2.403 0.657 0.000
H -3.340 0.209 1.842 0.000
H -4.434 -0.445 0.650 0.000
H -3.827 1.032 0.325 0.000
C 6.716 -0.050 -1.312 0.005
O 5.732 -0.603 -2.176 0.039
C 5.128 -1.778 -1.615 0.096
C 6.031 -2.958 -1.224 0.026
N 6.724 -3.488 -2.409 0.748
C 5.746 -4.348 -3.160 0.005
C 6.508 -5.218 -4.195 0.033
O 7.538 -4.420 -4.961 0.002
C 8.667 -5.162 -5.416 0.002
H 6.976 0.976 -1.575 0.001
H 7.622 -0.633 -1.150 0.003
H 6.330 0.036 -0.296 -0.001
H 4.299 -2.082 -2.254 -0.018
H 4.526 -1.581 -0.728 0.009
H 5.405 -3.704 -0.734 -0.009
H 6.660 -2.548 -0.434 0.029
H 7.119 -2.754 -2.979 -0.015
H 5.126 -3.642 -3.712 0.047
H 5.022 -4.911 -2.571 0.002
H 5.783 -5.883 -4.664 0.001
H 7.072 -5.882 -3.538 -0.005
H 8.469 -6.215 -5.215 0.000
H 9.507 -5.059 -4.729 0.000
H 9.059 -4.954 -6.412 0.000
C -1.177 -5.971 8.554 0.000
O -0.964 -5.404 7.264 0.000
C -2.054 -5.640 6.334 0.000
C -1.659 -5.236 4.931 0.000
N -1.066 -3.871 4.910 0.000
C -0.552 -3.566 3.646 0.000
C 0.795 -4.229 3.315 0.000
O 1.902 -4.016 4.249 0.000
C 2.754 -5.123 4.223 0.000
H -1.581 -6.954 8.312 0.000
H -1.979 -5.402 9.025 0.000
H -0.296 -5.878 9.189 0.000
H -2.942 -5.085 6.636 0.000
H -2.369 -6.683 6.346 0.000
H -2.548 -5.222 4.301 0.000
H -1.013 -5.965 4.442 0.000
H -0.308 -3.899 5.578 0.000
H -0.470 -2.482 3.570 0.000
H -1.239 -3.893 2.865 0.000
H 1.079 -4.031 2.282 0.000
H 0.553 -5.292 3.308 0.000
H 2.322 -6.045 4.612 0.000
H 3.679 -4.934 4.767 0.000
H 3.220 -5.457 3.295 0.000
O 4.126 1.547 1.475 0.000
H 3.213 1.309 1.633 0.000
H 4.096 2.120 0.709 0.000
O 4.917 3.319 -1.171 0.000
H 5.319 3.791 -1.899 0.000
H 4.736 3.995 -0.517 0.000
```

For the energy, the calculation gives -88487.5941 eV. The value obtained for the HOMO-LUMO gap (alpha / beta) is 7.13 / 2.03 eV. Its expectation value of S² is 0.7546. The value obtained for the highest occupied orbital energy (alpha / beta) is -9.77 / -9.77 eV. As for the net charge: +1. The energy above the lowest of the compared OMol25 structures with the same formula, charge and spin is 124.5 kJ/mol. As for the multiplicity: 2.